(1)
The following is a quantum chemistry calculation of one molecule with the formula C3H4N2O, from the Open Molecules 2025 dataset.

LUMO   0.863 eV
HOMO-LUMO gap   8.8 eV
Strongest force on any atom   4.66 eV/A
ΔE to the lowest compared entry with this formula, charge and spin   287.62 kJ/mol
Energy   -301.37768 Ha
Spin multiplicity   1

Cartesian coordinates (Å):
O1 1.0339 0.1604 0.7909
N1 -0.1278 2.1483 0.2542
N2 -1.0891 -0.0973 -0.2557
C1 0.9413 -0.9214 -0.1204
C2 0.0902 0.9232 0.2531
C3 -0.3676 -1.2236 -0.3945
H1 -0.7437 -2.1389 -0.8285
H2 0.5365 2.7109 0.7725
H3 1.8214 -1.5264 -0.1798
H4 -2.0952 -0.0352 -0.2918


(2)
The following is a quantum chemistry calculation of a 2-piece molecular cluster, C3H4N2O overall, from the Open Molecules 2025 dataset.

LUMO   0.463 eV
HOMO-LUMO gap   9.9 eV
Strongest force on any atom   1.16 eV/A
ΔE to the lowest compared entry with this formula, charge and spin   190.44 kJ/mol
Energy   -301.41470 Ha
Spin multiplicity   1

Cartesian coordinates (Å):
O1 1.8372 -1.6027 0.9228
N1 -1.8872 1.4612 -0.8778
N2 0.1831 0.2553 -1.6197
C1 -0.0184 -0.1623 1.7254
C2 0.9697 -0.9160 1.3035
C3 -0.9447 0.8886 -1.2419
H1 0.5430 0.5351 -2.5227
H2 -0.0542 0.8878 1.4610
H3 -0.7989 -0.5987 2.3373
H4 0.1705 -0.7481 -1.4879


(3)
The following is a quantum chemistry calculation of one molecule with the formula C3H4N2O, from the Open Molecules 2025 dataset.

LUMO   0.779 eV
HOMO-LUMO gap   9.5 eV
Strongest force on any atom   0.44 eV/A
ΔE to the lowest compared entry with this formula, charge and spin   133.52 kJ/mol
Energy   -301.43638 Ha
Spin multiplicity   1

Cartesian coordinates (Å):
O1 -1.1201 -1.0315 -1.4071
N1 1.4900 -0.0361 0.8040
N2 0.5703 0.9182 0.9715
C1 -0.5173 0.7541 0.1687
C2 -0.2793 -0.3893 -0.5520
C3 1.0069 -0.8202 -0.1499
H1 1.5911 -1.6503 -0.5253
H2 -1.3258 1.4688 0.1209
H3 -2.0043 -0.6752 -1.2496
H4 0.5885 1.4614 1.8188